An isolated molecule of C5H10O2, computed with the ωB97M-V functional and the def2-TZVPD basis.

Last column: natural (NBO) charge in e.
Atoms and positions in Å:
1 C -1.532 -0.561 -1.939  -0.63
2 C -1.376 -0.728 -0.428  -0.06
3 O 0.018 -0.660 -0.080  -0.55
4 C 0.513 0.108 1.019  0.00
5 C 1.838 -0.488 1.514  -0.63
6 C 0.724 1.479 0.396  0.43
7 O -0.122 2.337 0.345  -0.51
8 H -0.721 -1.092 -2.444  0.22
9 H -2.481 -0.989 -2.287  0.21
10 H -1.503 0.488 -2.252  0.21
11 H -2.011 -0.001 0.097  0.18
12 H -1.727 -1.727 -0.138  0.17
13 H -0.204 0.185 1.846  0.19
14 H 2.104 -0.112 2.512  0.22
15 H 1.777 -1.578 1.573  0.23
16 H 2.673 -0.232 0.850  0.21
17 H 1.702 1.597 -0.121  0.10

The total charge is 0. The LUMO energy is 1.1 eV. For the HOMO-LUMO gap, the calculation gives 10.478 eV. The value obtained for the electronic energy is -9441.08951 eV. The calculation puts the molar mass at 102.13 g mol⁻¹. The value obtained for the highest occupied orbital energy is -9.41 eV. Its SMILES is CCO[C@@H](C)C=O. As for the energy above the lowest of the compared OMol25 structures with the same formula, charge and spin: 1.953 eV.